C2H2BF3O3 | ωB97M-V with the def2-TZVPD basis set

- Gap between HOMO and LUMO: 0.3487 Ha
- Energy: -17077.993 eV
- Lowest unoccupied orbital energy: -0.002 Eh
- Relative energy (zero: lowest compared OMol25 entry of this formula, charge and spin): 4.8 kcal/mol
- Total charge: 0

Cartesian coordinates (Å):
O (1.389, -2.202, 1.039)
C (1.337, -0.984, 1.521)
F (0.036, -0.533, 1.863)
C (2.305, -0.084, 1.496)
F (2.323, 1.136, 2.138)
F (3.539, -0.288, 1.036)
H (0.797, -2.543, 0.287)
O (0.323, -0.699, -0.930)
B (-0.302, 0.307, -0.678)
O (-0.892, 1.431, -0.401)
H (-0.698, 1.944, 0.474)

These are the Mulliken partial charges, in e, on atoms 1 to 2: number 1, O, carries -0.526; number 2, C, carries 0.389